(1)
Entry from the Open Molecules 2025 dataset: a 2-piece molecular cluster, C2H3Br2N overall (ωB97M-V/def2-TZVPD).

Element x y z (Å)
C1 0.431037 -0.666306 -0.518872
C2 1.699767 0.236068 1.297617
N1 0.989587 -0.024677 0.318177
Br1 -4.087429 -0.544025 -1.066486
Br2 -0.182188 0.070123 -2.157396
H1 2.771338 0.382975 1.307766
H2 -2.762824 0.091531 -1.304353
H3 1.140711 0.454311 2.123546

Atomic forces in eV per Å
-1.340 -1.878 -2.485
1.481 1.064 0.572
0.863 0.056 -0.479
1.260 0.644 -0.206
-0.069 0.370 0.257
0.007 -0.405 -0.414
-1.279 -0.665 0.206
-0.922 0.814 2.550

As for the spin multiplicity: 1. The calculation puts the highest occupied orbital energy at -8.60 eV. The calculation puts the frontier orbital gap at 8.36 eV. For the energy, the calculation gives -5280.67749 Ha. For the LUMO energy, the calculation gives -0.2446 eV. The energy above the lowest of the compared OMol25 structures with the same formula, charge and spin comes out at 240.2 kJ/mol.

Atom charges from the Löwdin analysis, given in e for atoms 1 to 4: -0.5374 0.0115 -0.1596 0.2476

***

(2)
Entry from the Open Molecules 2025 dataset: C2H3Br2N3 as an isolated structure (ωB97M-V/def2-TZVPD).

Element x y z (Å)
C1 -0.595943 1.508821 0.771362
C2 0.316992 1.336582 -0.159164
N1 -0.923152 -3.293292 -0.518230
N2 -0.280152 -2.374652 -0.373803
N3 0.391506 -1.430479 -0.117902
Br1 -2.268093 1.346779 0.149144
Br2 2.182708 1.367650 0.147388
H1 -0.373652 1.528522 1.839005
H2 0.176740 1.348363 -1.199866
H3 1.373049 -1.338290 -0.537935

Atomic forces in eV per Å
2.169 -0.488 0.407
1.340 1.068 0.872
0.075 0.913 0.005
-0.913 -3.595 -0.852
2.876 2.978 0.243
-2.702 0.001 -0.245
0.138 -0.044 0.354
-0.271 0.135 -0.370
-0.668 -0.297 -0.986
-2.043 -0.671 0.572

As for the spin multiplicity: 1. The calculation puts the highest occupied orbital energy at -9.16 eV. The calculation puts the frontier orbital gap at 9.79 eV. For the energy, the calculation gives -5390.19358 Ha. For the LUMO energy, the calculation gives 0.6317 eV. The energy above the lowest of the compared OMol25 structures with the same formula, charge and spin comes out at 342.6 kJ/mol.

Atom charges from the Löwdin analysis, given in e for atoms 1 to 4: -0.7761 -0.7797 0.1844 -0.3256

***

(3)
Entry from the Open Molecules 2025 dataset: a 2-piece molecular cluster, C2H3Br2NOSi overall (ωB97M-V/def2-TZVPD).

Element x y z (Å)
C1 -0.373162 -1.809844 0.912889
Si1 0.934763 -1.761976 -0.275028
Br1 2.944007 -1.877232 0.647796
Br2 1.252936 -1.644901 -2.441237
H1 -0.247974 -2.550734 1.652420
H2 -1.344647 -1.436212 0.641712
N1 3.309233 3.336178 0.143594
C2 2.484907 2.661391 0.671025
O1 1.739457 1.924851 1.213297
H3 3.811483 3.665759 -0.627514

Atomic forces in eV per Å
1.248 0.856 -3.098
-0.696 -0.447 2.074
-0.138 -0.143 -0.249
-0.334 0.351 0.165
0.224 -0.330 1.125
-0.305 -0.259 0.012
-0.662 -0.057 1.434
-0.033 -1.148 -0.399
0.476 1.006 -0.282
0.221 0.171 -0.782

As for the spin multiplicity: 1. The calculation puts the highest occupied orbital energy (alpha / beta) at -8.33 / -8.34 eV. The calculation puts the frontier orbital gap (alpha / beta) at 8.14 / 8.14 eV. For the energy, the calculation gives -5645.53782 Ha. For the LUMO energy (alpha / beta), the calculation gives -0.1993 / -0.1991 eV. The energy above the lowest of the compared OMol25 structures with the same formula, charge and spin comes out at 241.6 kJ/mol. Its structure (SMILES) is C=[Si](Br)Br.N=C=O.

Atom charges from the Löwdin analysis, given in e for atoms 1 to 4: -0.2867 -0.2067 0.2877 0.3139

***

(4)
Entry from the Open Molecules 2025 dataset: a 2-piece molecular cluster, C2H3BrCl2 overall (ωB97M-V/def2-TZVPD).

Element x y z (Å)
C1 0.893846 0.543708 -0.066689
C2 0.843921 -0.765925 0.203385
Cl1 -0.000114 -1.779182 -0.900794
Cl2 1.588069 -1.519235 1.504930
H1 1.256156 1.255504 0.627981
H2 0.385810 0.943538 -0.929085
Br1 -2.845732 0.123792 -0.398613
H3 -2.121957 1.197797 -0.041117

Atomic forces in eV per Å
-0.689 -0.953 0.233
-0.329 1.647 -1.397
0.193 -0.591 -0.058
0.311 -0.399 0.787
0.713 0.355 0.575
0.011 -0.181 -0.195
-1.472 -1.761 -0.596
1.262 1.883 0.650

As for the spin multiplicity: 1. The calculation puts the highest occupied orbital energy at -9.70 eV. The calculation puts the frontier orbital gap at 10.32 eV. For the energy, the calculation gives -3572.36681 Ha. For the LUMO energy, the calculation gives 0.6212 eV. The energy above the lowest of the compared OMol25 structures with the same formula, charge and spin comes out at 55.9 kJ/mol. Its structure (SMILES) is C=C(Cl)Cl.Br.

Atom charges from the Löwdin analysis, given in e for atoms 1 to 4: -0.1161 -1.2802 0.5821 0.6672